ORCA calculation (ωB97M-V with the def2-TZVPD basis set) on one molecule with the formula C4H6O2S at a distorted geometry.

HOMO energy	-0.32642	Eh
lowest unoccupied orbital energy	0.63	eV

Last column: natural (NBO) charge in e.
Geometry (Å):
C1 1.28 -0.57 0.26  -0.630
C2 -1.21 -0.21 -0.69  -0.647
C3 0.77 0.84 0.29  0.043
C4 -0.62 1.00 -0.16  0.030
O1 -0.69 -1.93 1.35  -0.976
O2 -0.28 1.09 1.19  -0.469
S1 -0.26 -1.64 0.04  1.288
H1 1.58 -0.68 -0.80  0.215
H2 1.90 -0.98 1.07  0.262
H3 -2.27 -0.34 -0.39  0.262
H4 -0.81 -0.31 -1.73  0.235
H5 1.45 1.74 0.17  0.195
H6 -0.83 1.99 -0.61  0.192


ORCA calculation (ωB97M-V with the def2-TZVPD basis set) on one molecule with the formula C4H6O2S at a distorted geometry.

SMILES string	O=C1[C@H](S)C[C@@H]1O
HOMO energy	-0.34658	Eh
lowest unoccupied orbital energy	0.44	eV

Last column: natural (NBO) charge in e.
Geometry (Å):
C1 -0.92 -0.12 0.16  -0.457
C2 -0.47 1.34 -0.08  -0.419
C3 0.73 1.08 0.90  -0.002
C4 0.49 -0.36 0.62  0.563
H1 -0.46 -1.98 -1.05  0.154
H2 -1.57 -0.20 1.03  0.245
H3 -0.15 1.52 -1.10  0.228
H4 -1.18 2.16 0.19  0.225
H5 0.44 1.25 1.94  0.199
H6 2.39 1.03 0.09  0.478
O1 1.96 1.65 0.67  -0.670
O2 1.24 -1.29 0.45  -0.521
S1 -1.50 -1.14 -1.22  -0.022


ORCA calculation (ωB97M-V with the def2-TZVPD basis set) on one molecule with the formula C4H6O2S at a distorted geometry.

SMILES string	C=C[C@@H](O)C(=O)S
HOMO energy	-0.34096	Eh
lowest unoccupied orbital energy	0.33	eV

Last column: natural (NBO) charge in e.
Geometry (Å):
C1 0.53 -0.94 0.10  -0.032
C2 1.39 -0.10 -0.77  -0.208
C3 2.48 0.72 -0.48  -0.422
C4 -1.03 -0.49 -0.34  0.515
H1 1.23 -0.08 1.70  0.468
H2 0.69 -2.01 -0.27  0.212
H3 0.96 0.05 -1.79  0.221
H4 2.91 1.45 -1.14  0.222
H5 3.04 0.49 0.45  0.193
H6 0.11 1.45 0.19  0.134
O1 0.64 -1.04 1.43  -0.653
O2 -1.82 -1.19 -0.79  -0.499
S1 -1.23 1.33 0.30  -0.151


ORCA calculation (ωB97M-V with the def2-TZVPD basis set) on a 2-piece molecular cluster, C4H6O2S overall at a distorted geometry.

HOMO energy (alpha / beta)	-0.27886 / -0.33272	Eh
spin multiplicity	3
lowest unoccupied orbital energy (alpha / beta)	0.78 / -1.01	eV
<S²>	2.008

Last column: natural (NBO) charge in e.
Geometry (Å):
C1 -1.39 -1.15 -0.12  -0.196
C2 -0.35 -1.00 -0.87  -0.409
C3 1.94 1.95 -1.46  -0.314
C4 -1.37 -0.32 1.15  -0.104
O1 2.01 -0.58 0.46  -0.929
O2 -0.20 0.41 1.26  -0.691
S1 0.84 0.15 0.06  1.544
H1 -2.19 -1.94 -0.15  0.233
H2 -0.03 -1.28 -1.80  0.232
H3 1.48 2.62 -0.71  0.111
H4 2.98 1.92 -1.13  0.127
H5 -2.31 0.29 1.19  0.209
H6 -1.41 -1.08 2.11  0.188


ORCA calculation (ωB97M-V with the def2-TZVPD basis set) on C4H6O2S2 as an isolated structure at a distorted geometry.

HOMO energy	-0.32217	Eh
lowest unoccupied orbital energy	0.07	eV

Last column: natural (NBO) charge in e.
Geometry (Å):
C1 2.12 1.32 0.04  -0.349
C2 0.60 -0.60 0.04  0.293
C3 -0.71 -1.13 0.50  -0.585
C4 -1.88 -0.29 -0.27  0.252
H1 2.62 1.89 1.20  0.211
H2 1.78 2.22 -0.82  0.249
H3 3.16 0.64 -0.43  0.253
H4 -0.92 -1.23 1.65  0.266
H5 -0.93 -2.07 0.06  0.263
H6 -3.70 -0.22 -0.33  0.498
O1 1.03 0.51 0.69  -0.530
O2 -3.07 -0.62 0.24  -0.647
S1 1.47 -1.35 -1.23  -0.110
S2 -1.57 0.92 -1.33  -0.064


ORCA calculation (ωB97M-V with the def2-TZVPD basis set) on one molecule with the formula C4H6O2S4 at a distorted geometry.

SMILES string	OC(=S)[C@H](S)[C@@H](S)C(O)=S
HOMO energy	-0.33092	Eh
lowest unoccupied orbital energy	-1.11	eV

Last column: natural (NBO) charge in e.
Geometry (Å):
S1 2.17 1.93 -0.02  -0.041
S2 -0.12 -0.10 4.11  -0.046
O1 1.17 -0.01 -1.53  -0.680
O2 -2.31 -0.89 2.85  -0.652
S3 0.76 -2.33 0.73  -0.027
S4 -1.52 -0.47 -0.13  -0.089
C1 1.64 0.34 -0.25  0.240
C2 -1.01 -0.36 2.67  0.241
C3 0.94 -0.50 0.93  -0.423
C4 -0.45 0.09 1.23  -0.456
H1 1.29 0.72 -2.12  0.504
H2 -2.70 -0.93 1.96  0.488
H3 -0.54 -2.71 0.86  0.162
H4 -0.58 -1.32 -0.78  0.192
H5 1.72 -0.42 1.77  0.299
H6 -0.33 1.20 1.21  0.287


ORCA calculation (ωB97M-V with the def2-TZVPD basis set) on a 2-piece molecular cluster, C4H6O3S overall at a distorted geometry.

HOMO energy	-0.32119	Eh
lowest unoccupied orbital energy	0.23	eV

Last column: natural (NBO) charge in e.
Geometry (Å):
C1 0.78 -0.38 -0.65  -0.500
C2 0.37 1.10 -0.34  0.096
C3 -0.05 -0.12 0.63  0.015
C4 -2.33 -0.32 -0.05  0.648
H1 1.94 -1.51 0.78  0.168
H2 0.23 -0.72 -1.56  0.272
H3 -0.61 1.55 -0.72  0.242
H4 2.29 0.87 0.60  0.390
H5 0.45 -0.35 1.69  0.209
H6 -3.23 -0.73 0.39  0.117
O1 1.44 1.90 0.02  -0.718
O2 -1.40 -0.44 0.84  -0.472
O3 -2.35 -0.01 -1.25  -0.603
S1 2.46 -0.83 -0.40  0.137


ORCA calculation (ωB97M-V with the def2-TZVPD basis set) on C4H6O3Tm as an isolated structure at a distorted geometry.

net charge	+3
HOMO energy (alpha / beta)	-0.80726 / -0.77767	Eh
spin multiplicity	3
lowest unoccupied orbital energy (alpha / beta)	-14.16 / -15.34	eV
<S²>	2.007

Last column: Mulliken spin population.
Geometry (Å):
C1 -2.52 -0.15 0.56  0.396
C2 -1.39 0.52 0.71  0.236
O1 -3.75 0.27 0.66  0.241
H1 -1.99 -0.86 1.44  0.075
H2 -1.33 1.60 0.88  0.060
H3 -4.16 0.42 -0.21  -0.011
O2 -0.01 0.05 -0.04  -0.002
C3 1.04 0.72 -0.23  0.002
O3 2.18 0.08 -0.04  0.002
Tm1 2.01 2.99 -0.58  1.001
C4 2.43 -1.19 -0.68  0.000
H4 2.18 -1.99 0.04  0.000
H5 1.82 -1.28 -1.58  0.000
H6 3.49 -1.18 -0.93  0.000